1.
# CI3NOS

A structure of composition CI3NOS (the ωB97M-V functional and the def2-TZVPD basis, the Open Molecules 2025 dataset).

## Properties
- net charge = 0
- lowest unoccupied orbital energy (spin up / spin down) (Ha) = -0.1185 / -0.1185
- energy relative to the best compared isomer or geometry (same formula, charge and spin) (kcal/mol) = 33.03

Each line ends with the natural charge from an NBO analysis.
Atoms and positions in Å:
C 0.009 0.647 0.253  0.368
N 0.707 -0.501 -0.398  -0.906
O -1.110 0.315 0.692  -0.648
S 0.806 2.118 0.501  -0.090
I -0.169 -2.198 0.013  0.415
I 2.672 -0.323 -0.537  0.423
I -2.914 -0.059 -0.523  0.439


2.
# CI4

A structure of composition CI4 (the ωB97M-V functional and the def2-TZVPD basis, the Open Molecules 2025 dataset).

## Properties
- net charge = 0
- lowest unoccupied orbital energy (Ha) = -0.0604
- energy relative to the best compared isomer or geometry (same formula, charge and spin) (kcal/mol) = 0.00

Each line ends with the natural charge from an NBO analysis.
Atoms and positions in Å:
I 1.512 1.488 0.465  0.241
I -0.963 -0.815 1.843  0.219
I -1.508 0.918 -1.196  0.252
I 0.956 -1.592 -1.115  0.241
C 0.002 0.001 0.002  -0.954


3.
# CINOS

The molecule CINOS (the ωB97M-V functional and the def2-TZVPD basis, the Open Molecules 2025 dataset).

## Properties
- net charge = 0
- lowest unoccupied orbital energy (Ha) = -0.0737
- energy relative to the best compared isomer or geometry (same formula, charge and spin) (kcal/mol) = 15.05

Each line ends with the natural charge from an NBO analysis.
Atoms and positions in Å:
C 0.999 -0.406 0.061  0.756
N 0.350 -1.378 -0.043  -0.705
O 1.431 0.654 -0.009  -0.454
S -1.111 1.686 -0.005  -0.393
I -1.669 -0.556 -0.004  0.796


4.
# CInO3

A structure of composition CInO3 (the ωB97M-V functional and the def2-TZVPD basis, the Open Molecules 2025 dataset).

## Properties
- net charge = +1
- lowest unoccupied orbital energy (Ha) = -0.3025
- energy relative to the best compared isomer or geometry (same formula, charge and spin) (kcal/mol) = 3.37

Each line ends with the natural charge from an NBO analysis.
Atoms and positions in Å:
In 3.268 2.565 -0.370  0.999
C -0.889 -0.644 0.141  0.881
O -1.292 -1.805 -0.060  -0.274
O -0.406 -0.149 1.178  -0.341
O -0.681 0.034 -0.889  -0.265


5.
# CN2O3

A cluster of 2 separate species, CN2O3 in total (the ωB97M-V functional and the def2-TZVPD basis, the Open Molecules 2025 dataset).

## Properties
- net charge = 0
- SMILES = N#[N+][O-].O=C=O
- lowest unoccupied orbital energy (Ha) = 0.0203
- energy relative to the best compared isomer or geometry (same formula, charge and spin) (kcal/mol) = 0.60

Each line ends with the natural charge from an NBO analysis.
Atoms and positions in Å:
O -1.123 -1.115 -1.775  -0.503
C -0.671 -0.117 -1.381  1.034
O -0.228 0.900 -1.017  -0.535
N 1.085 1.135 1.702  -0.049
N 0.686 0.124 1.407  0.417
O 0.250 -0.928 1.065  -0.364


6.
# CN2O3

A structure of composition CN2O3 (the ωB97M-V functional and the def2-TZVPD basis, the Open Molecules 2025 dataset).

## Properties
- net charge = 0
- lowest unoccupied orbital energy (spin up / spin down) (Ha) = -0.0661 / -0.0415
- energy relative to the best compared isomer or geometry (same formula, charge and spin) (kcal/mol) = 145.39

Each line ends with the natural charge from an NBO analysis.
Atoms and positions in Å:
C 0.198 -0.351 -1.269  0.696
N 1.285 0.183 -1.095  -0.457
N -0.162 0.409 1.273  0.585
O -1.182 -0.106 1.561  -0.205
O 0.744 0.615 0.597  -0.101
O -0.884 -0.749 -1.068  -0.519


7.
# CN2O3S

The molecule CN2O3S (the ωB97M-V functional and the def2-TZVPD basis, the Open Molecules 2025 dataset).

## Properties
- net charge = 0
- lowest unoccupied orbital energy (Ha) = -0.0429
- energy relative to the best compared isomer or geometry (same formula, charge and spin) (kcal/mol) = 35.21

Each line ends with the natural charge from an NBO analysis.
Atoms and positions in Å:
C -1.210 -0.317 -0.440  -0.075
N -2.140 0.314 -0.603  -0.207
N 0.670 0.259 0.899  0.405
O 0.256 0.027 1.981  -0.311
O 1.424 1.073 0.466  -0.307
O 0.640 -0.339 -1.777  -0.823
S 0.359 -1.017 -0.526  1.318


8.
# CN3O6

A cluster of 2 separate species, CN3O6 in total (the ωB97M-V functional and the def2-TZVPD basis, the Open Molecules 2025 dataset).

## Properties
- net charge = -1
- lowest unoccupied orbital energy (Ha) = 0.0595
- energy relative to the best compared isomer or geometry (same formula, charge and spin) (kcal/mol) = 144.89

Each line ends with the natural charge from an NBO analysis.
Atoms and positions in Å:
C 0.967 -0.489 -0.875  0.185
N -2.126 0.216 1.425  0.724
N 1.090 -1.018 0.152  0.307
N 1.337 0.628 -1.720  0.481
O -1.508 0.967 2.186  -0.580
O -1.564 -0.228 0.435  -0.597
O -3.268 -0.063 1.709  -0.542
O 1.171 -1.782 1.004  -0.290
O 2.019 1.527 -1.154  -0.354
O 1.236 0.502 -2.935  -0.333


9.
# CNO2S2

A cluster of 2 separate species, CNO2S2 in total (the ωB97M-V functional and the def2-TZVPD basis, the Open Molecules 2025 dataset).

## Properties
- net charge = -1
- lowest unoccupied orbital energy (spin up / spin down) (Ha) = -0.0420 / -0.0424
- energy relative to the best compared isomer or geometry (same formula, charge and spin) (kcal/mol) = 111.49

Each line ends with the natural charge from an NBO analysis.
Atoms and positions in Å:
C 1.888 0.849 2.950  -0.222
N 2.378 0.202 2.150  -0.770
O -2.247 0.312 -0.542  -0.775
O -0.828 0.367 -2.598  -0.809
S -0.300 -1.850 -0.774  -0.152
S -0.892 0.120 -1.186  1.729


10.
# CNOP

A cluster of 2 separate species, CNOP in total (the ωB97M-V functional and the def2-TZVPD basis, the Open Molecules 2025 dataset).

## Properties
- net charge = 0
- lowest unoccupied orbital energy (Ha) = -0.1099
- energy relative to the best compared isomer or geometry (same formula, charge and spin) (kcal/mol) = 29.75

Each line ends with the natural charge from an NBO analysis.
Atoms and positions in Å:
C 0.850 -0.358 -0.156  -0.139
N 1.952 -0.244 0.132  -0.500
O -2.537 0.687 -0.025  -0.911
P -1.901 -0.596 0.038  1.550


11.
# CNa5O3

A structure of composition CNa5O3 (the ωB97M-V functional and the def2-TZVPD basis, the Open Molecules 2025 dataset).

## Properties
- net charge = +3
- lowest unoccupied orbital energy (Ha) = -0.3888
- energy relative to the best compared isomer or geometry (same formula, charge and spin) (kcal/mol) = 0.00

Each line ends with the natural charge from an NBO analysis.
Atoms and positions in Å:
Na -3.694 -18.632 -11.638  0.992
Na -3.106 -15.353 -14.359  0.988
Na -0.778 -18.202 -12.316  0.992
Na -0.530 -12.369 -12.300  0.997
Na -3.743 -12.979 -9.980  0.988
C -2.664 -15.424 -11.537  0.944
O -1.903 -14.467 -12.039  -1.001
O -3.318 -15.212 -10.483  -0.819
O -2.657 -16.613 -12.079  -1.082


12.
# CO3S3

The molecule CO3S3 (the ωB97M-V functional and the def2-TZVPD basis, the Open Molecules 2025 dataset).

## Properties
- net charge = 0
- lowest unoccupied orbital energy (Ha) = -0.0410
- energy relative to the best compared isomer or geometry (same formula, charge and spin) (kcal/mol) = 22.42

Each line ends with the natural charge from an NBO analysis.
Atoms and positions in Å:
C -1.366 0.592 0.011  -0.387
O 2.195 0.286 -0.086  -0.867
O 0.500 -0.834 1.291  -0.871
O 0.450 -0.950 -1.180  -0.878
S -2.460 -0.475 -0.082  0.377
S -0.306 1.753 0.031  0.200
S 0.987 -0.372 0.015  2.427